[1]
{
  "formula": "C6H9NO",
  "method": "ωB97M-V/def2-TZVPD",
  "species": ["C", "C", "C", "C", "C", "C", "H", "H", "H", "H", "H", "H", "H", "H", "H", "N", "O"],
  "coordinates": [[-1.9968, -0.1102, -0.1176], [-1.6113, 1.2400, 0.0532], [-0.1705, 1.0068, -0.4499], [1.2590, 0.7826, 0.4084], [1.5247, -0.9179, 0.0832], [0.1383, -1.5587, -0.2739], [-1.9212, 1.9238, -0.6864], [-1.4295, 1.4864, 1.0208], [0.3613, 1.4210, -1.4481], [2.2778, 1.3070, -0.0086], [1.1736, 0.7926, 1.6828], [2.0803, -0.6944, -0.6762], [2.1152, -1.1130, 0.9785], [-0.2403, -1.8723, 0.6882], [-0.0257, -2.3414, -1.0038], [-0.7712, -0.3887, -0.6653], [-2.7637, -0.9634, 0.4148]],
  "lowdin_charge": [-0.4315, -0.0676, -0.1891, -0.0858, -0.1164, -0.0823, 0.1157, 0.1023, 0.1620, 0.1272, 0.1407, 0.0018, 0.0932, 0.1019, 0.1087, -0.0143, 0.0335],
  "homo_energy_ev": -9.198,
  "orbital_gap_ev": 10.00,
  "total_energy_ha": -363.849172,
  "lumo_energy_ev": 0.81
}



[2]
{
  "formula": "C6H9NO",
  "method": "ωB97M-V/def2-TZVPD",
  "species": ["O", "C", "C", "C", "N", "C", "C", "C", "H", "H", "H", "H", "H", "H", "H", "H", "H"],
  "coordinates": [[2.3555, -1.5737, -0.0977], [1.5381, -0.7184, -0.1078], [1.7725, 0.7978, -0.1875], [0.3996, 1.4526, 0.0815], [-0.4525, 0.3722, -0.4036], [-1.8456, -0.0347, -0.0783], [-1.2708, -1.4776, -0.1556], [0.0908, -0.8127, 0.2531], [2.0697, 1.0703, -1.1818], [2.5534, 1.0903, 0.5475], [0.2110, 2.3574, -0.5068], [0.2263, 1.7272, 1.0726], [-2.0958, 0.3412, 0.9459], [-2.6036, 0.3340, -0.7674], [-1.7799, -2.2680, 0.4444], [-1.2708, -1.8691, -1.2144], [0.1022, -0.7890, 1.3558]],
  "lowdin_charge": [0.1215, -0.3600, -0.0606, -0.1699, -0.1418, -0.1319, -0.0809, -0.2352, 0.1129, 0.1330, 0.1175, 0.0896, 0.1195, 0.1015, 0.1043, 0.1214, 0.1591],
  "homo_energy_ev": -8.931,
  "smiles": "O=C1CCN2CC[C@@H]12",
  "orbital_gap_ev": 9.98,
  "total_energy_ha": -363.940453,
  "lumo_energy_ev": 1.05
}



[3]
{
  "formula": "C6H9NO",
  "method": "ωB97M-V/def2-TZVPD",
  "species": ["C", "C", "N", "C", "C", "O", "C", "C", "H", "H", "H", "H", "H", "H", "H", "H", "H"],
  "coordinates": [[1.3251, 1.2041, 0.1828], [1.7695, -0.4672, -0.3743], [0.6766, -1.4072, 0.1877], [-0.0092, -0.3594, 0.8745], [-0.0603, 0.7449, -0.0446], [-1.4482, 1.1991, 0.2324], [-1.9638, -0.1689, -0.3310], [-1.0638, -1.2666, 0.1434], [1.4020, 2.2747, -0.3584], [1.9398, 1.3465, 0.9857], [2.6193, -0.7918, -0.0716], [1.6268, -0.6608, -1.4844], [-0.1131, 0.0741, 2.0070], [0.0259, 0.4993, -1.0993], [-2.2695, 0.2238, -1.2785], [-3.0180, -0.3895, -0.0174], [-1.4392, -2.0553, 0.4461]],
  "lowdin_charge": [-0.0144, -0.0397, 0.0581, -0.3443, -0.4511, -0.0930, -0.1075, 0.0249, 0.1497, 0.0492, 0.0231, 0.1247, 0.2152, 0.1341, 0.1069, 0.1365, 0.0277],
  "homo_energy_ev": -8.941,
  "smiles": "C1CN2[C@H]3[C@H]1OC[C@H]32",
  "orbital_gap_ev": 10.03,
  "total_energy_ha": -363.659190,
  "lumo_energy_ev": 1.09
}



[4]
{
  "formula": "C6H9NO",
  "method": "ωB97M-V/def2-TZVPD",
  "species": ["C", "C", "C", "C", "N", "C", "C", "O", "H", "H", "H", "H", "H", "H", "H", "H", "H"],
  "coordinates": [[1.0113, 0.7692, -1.3365], [0.5611, -0.1174, -0.4220], [1.1071, -1.5171, -0.3282], [-0.8392, 0.0560, 0.0691], [-1.8209, -0.6539, -0.5404], [-1.0534, 0.8548, 1.1579], [0.0798, 1.3745, 1.8527], [0.1422, 2.2419, 2.6859], [1.8609, 0.5491, -1.9634], [0.5993, 1.7616, -1.4082], [2.0635, -1.5955, -0.8441], [1.2492, -1.7791, 0.7211], [0.4266, -2.2494, -0.7642], [-2.7768, -0.4683, -0.2885], [-1.6385, -1.0259, -1.4581], [-1.9997, 0.8499, 1.6823], [1.0276, 0.9496, 1.1847]],
  "lowdin_charge": [0.0762, -0.3652, -0.0451, -0.3263, 0.1464, -0.0438, -0.3277, 0.0250, 0.0660, 0.0761, 0.0810, 0.0884, 0.0782, 0.1095, 0.1093, 0.1100, 0.1422],
  "homo_energy_ev": -8.608,
  "smiles": "C=C(C)/C(N)=C\\C=O",
  "orbital_gap_ev": 9.29,
  "total_energy_ha": -363.954554,
  "lumo_energy_ev": 0.69
}



[5]
{
  "formula": "C6H9NO",
  "method": "ωB97M-V/def2-TZVPD",
  "species": ["C", "C", "C", "N", "C", "C", "C", "O", "H", "H", "H", "H", "H", "H", "H", "H", "H"],
  "coordinates": [[1.1260, 1.7803, -0.4429], [-0.9469, 0.4656, 0.8999], [0.1609, 0.6366, -0.5825], [0.7898, -1.8086, 0.3002], [-1.0926, -0.8314, 1.3866], [-0.2391, -1.9052, 1.1074], [-0.5223, 0.4004, -1.7124], [-1.3429, 1.5436, 1.2240], [1.2555, -2.6663, 0.0382], [0.6873, -0.6050, -0.2219], [-1.8737, -0.9586, 2.1230], [-0.5532, -2.8881, 1.4569], [1.0812, 2.2257, 0.5531], [2.1573, 1.4524, -0.5916], [0.9220, 2.5915, -1.1459], [-1.2166, -0.4287, -1.7821], [-0.3926, 0.9960, -2.6101]],
  "lowdin_charge": [-0.0787, -0.3336, -0.3318, 0.0464, -0.0853, -0.2053, 0.0716, 0.0980, 0.0854, 0.1291, 0.0991, 0.1177, 0.0772, 0.0780, 0.0786, 0.0786, 0.0751],
  "homo_energy_ev": -8.327,
  "orbital_gap_ev": 8.54,
  "total_energy_ha": -363.895642,
  "lumo_energy_ev": 0.21
}



[6]
{
  "formula": "C6H9NO2",
  "method": "ωB97M-V/def2-TZVPD",
  "species": ["C", "N", "C", "O", "C", "C", "C", "C", "O", "H", "H", "H", "H", "H", "H", "H", "H", "H"],
  "coordinates": [[1.2100, 0.1072, -1.6074], [0.4286, 0.5713, -0.4847], [0.8366, 0.4552, 0.9031], [0.8622, 1.5786, 1.6975], [-0.3867, -0.3264, 0.6060], [-0.4085, -1.8233, 0.6176], [-1.6405, 0.4517, 0.4874], [-1.4011, 1.3461, -0.4896], [-1.6589, 2.1639, -1.3034], [0.5583, 0.1137, -2.4829], [2.0558, 0.7779, -1.7678], [1.6215, -0.9006, -1.4867], [1.7488, -0.1154, 1.0686], [0.0586, 2.0922, 1.5165], [0.6036, -2.2332, 0.6193], [-0.9286, -2.1508, 1.5245], [-0.9564, -2.2179, -0.2373], [-2.6034, 0.1100, 0.8193]],
  "lowdin_charge": [-0.0507, -0.0403, -0.3353, 0.0366, -0.3118, -0.0137, -0.0247, -0.2742, 0.1246, 0.0903, 0.0906, 0.0831, 0.1624, 0.0976, 0.0806, 0.0940, 0.0888, 0.1021],
  "homo_energy_ev": -8.202,
  "smiles": "CN1[C@@H](O)[C@@]1(C)C=C=O",
  "orbital_gap_ev": 8.99,
  "total_energy_ha": -439.160220,
  "lumo_energy_ev": 0.79
}



[7]
{
  "formula": "C6H9NO2",
  "method": "ωB97M-V/def2-TZVPD",
  "species": ["C", "C", "O", "C", "C", "C", "N", "C", "O", "H", "H", "H", "H", "H", "H", "H", "H", "H"],
  "coordinates": [[-1.7762, 0.7481, -0.5242], [-0.7286, -0.4338, -0.5405], [-0.3639, -0.6581, -1.8404], [0.5757, -0.1346, 0.2297], [0.6857, -0.7801, 1.6417], [0.8046, 1.4158, 0.4754], [0.8783, 2.5160, 0.7629], [1.8093, -0.4319, -0.6196], [2.8170, -0.9220, -0.2392], [-2.0624, 1.0011, 0.5002], [-1.3313, 1.6253, -0.9807], [-2.6582, 0.4982, -0.9126], [-1.2756, -1.2448, 0.0950], [-1.1338, -0.7114, -2.4979], [1.0354, -0.1441, 2.4167], [1.2766, -1.5882, 1.6615], [-0.2834, -0.8209, 1.9874], [1.7311, 0.0653, -1.6156]],
  "lowdin_charge": [-0.0229, -0.3906, -0.0432, -0.3173, 0.0088, -0.1557, 0.1703, -0.2397, 0.1142, 0.0930, 0.0855, 0.0253, 0.1694, 0.1626, 0.0870, 0.0498, 0.0614, 0.1421],
  "homo_energy_ev": -10.090,
  "smiles": "C[C@@H](O)[C@](C)(C#N)C=O",
  "orbital_gap_ev": 10.50,
  "total_energy_ha": -439.178497,
  "lumo_energy_ev": 0.41
}



[8]
{
  "formula": "C6H9NO2",
  "method": "ωB97M-V/def2-TZVPD",
  "species": ["C", "N", "C", "C", "C", "O", "C", "C", "O", "H", "H", "H", "H", "H", "H", "H", "H", "H"],
  "coordinates": [[1.5628, 0.5012, -0.5386], [0.9272, 1.6684, 0.0662], [-0.5267, 1.5076, -0.2112], [-0.9889, -0.0654, -0.2146], [-2.2032, -0.4914, 0.4969], [-1.9906, -0.5155, -1.0055], [0.4866, -0.6033, -0.2298], [0.9774, -1.7653, 0.5183], [0.7149, -1.8611, -0.8946], [1.4769, 0.6488, -1.5591], [2.5507, 0.3647, -0.1191], [1.2539, 1.5232, 1.0115], [-1.1703, 2.2939, 0.3988], [-0.5120, 1.8286, -1.2233], [-2.1447, -1.3966, 0.9932], [-2.8662, 0.3768, 0.4788], [2.0527, -1.4898, 0.7493], [0.3995, -2.5248, 1.2827]],
  "lowdin_charge": [-0.1201, -0.0751, -0.0921, -0.3925, 0.0430, 0.0109, -0.3341, -0.0963, -0.0115, 0.1007, 0.1258, 0.0963, 0.1530, 0.0945, 0.0898, 0.1260, 0.1136, 0.1681],
  "homo_energy_ev": -8.991,
  "smiles": "C1NC[C@]2(CO2)[C@]12CO2",
  "orbital_gap_ev": 9.79,
  "total_energy_ha": -439.081678,
  "lumo_energy_ev": 0.80
}



[9]
{
  "formula": "C6H9NO2",
  "method": "ωB97M-V/def2-TZVPD",
  "species": ["C", "C", "O", "C", "C", "C", "N", "C", "O", "H", "H", "H", "H", "H", "H", "H", "H", "H"],
  "coordinates": [[1.7113, 0.9341, 0.2296], [0.7224, -0.1461, 0.7029], [0.1964, 0.1346, 1.9944], [-0.4837, -0.1859, -0.2651], [-0.2890, -0.7626, -1.6568], [-0.9507, 1.1904, -0.2905], [-1.2565, 2.2750, -0.4078], [-1.5300, -1.0615, 0.4834], [-2.6303, -1.4157, 0.0389], [1.0935, 1.8079, 0.1405], [2.3225, 0.9247, 1.0702], [2.2668, 0.6759, -0.6984], [1.2126, -1.1903, 0.8217], [-0.3624, 0.8908, 1.9109], [-1.2487, -0.5511, -2.1309], [-0.1166, -1.8685, -1.6036], [0.6019, -0.1918, -1.9304], [-1.2593, -1.4600, 1.5908]],
  "lowdin_charge": [-0.0141, -0.3832, -0.0395, -0.4501, 0.0105, -0.2100, 0.2202, -0.1606, 0.0473, 0.0627, 0.0632, 0.1039, 0.1881, 0.0773, 0.1019, 0.1169, 0.0879, 0.1776],
  "homo_energy_ev": -10.022,
  "smiles": "C[C@@H](O)[C@](C)(C#N)C=O",
  "orbital_gap_ev": 10.50,
  "total_energy_ha": -439.192240,
  "lumo_energy_ev": 0.47
}



[10]
{
  "formula": "C6H9NO2S",
  "method": "ωB97M-V/def2-TZVPD",
  "species": ["C", "C", "C", "N", "S", "O", "O", "C", "C", "C", "H", "H", "H", "H", "H", "H", "H", "H", "H"],
  "coordinates": [[-2.6803, -0.7971, -1.5212], [-2.3610, -0.2342, -0.3734], [-3.0457, 0.6865, 0.3542], [-3.6152, 1.5382, 0.8725], [-0.9661, -0.9775, 0.6008], [-1.2129, -0.6863, 1.9937], [-0.9400, -2.3382, 0.1421], [0.5591, -0.0983, -0.1122], [1.7199, -0.7679, 0.5314], [0.4663, 1.3793, 0.3030], [-1.8600, -1.4577, -1.8842], [-3.4136, -0.5575, -2.2633], [0.6056, -0.2422, -1.1201], [1.7409, -0.6205, 1.6363], [1.6848, -1.7788, 0.2140], [2.5717, -0.2055, 0.0943], [1.5201, 1.5141, 0.3301], [0.0068, 1.4234, 1.3077], [-0.0577, 2.1219, -0.4368]],
  "lowdin_charge": [0.1033, -0.3513, -0.2646, 0.2027, 0.7197, -0.2898, -0.3192, -0.4458, -0.0998, -0.0754, 0.0917, 0.0858, 0.0924, 0.1144, 0.0701, 0.1024, 0.0515, 0.0863, 0.1259],
  "homo_energy_ev": -10.611,
  "smiles": "C=C(C#N)S(=O)(=O)C(C)C",
  "orbital_gap_ev": 10.23,
  "total_energy_ha": -837.350821,
  "lumo_energy_ev": -0.39
}



[11]
{
  "formula": "C6H9NO3",
  "method": "ωB97M-V/def2-TZVPD",
  "species": ["N", "C", "C", "C", "O", "C", "C", "C", "O", "H", "H", "H", "H", "H", "H", "H", "O", "H", "H"],
  "coordinates": [[0.9251, 1.2077, -2.2953], [1.4047, 2.2680, -2.3141], [2.0589, 3.5349, -2.4826], [2.9583, 4.2073, -1.4255], [2.3835, 5.1734, -0.6015], [3.9444, 4.6518, -2.5407], [3.0745, 3.9614, -3.5838], [1.7058, 4.5151, -3.5845], [1.5135, 5.8597, -3.2987], [3.4173, 3.4553, -0.7771], [2.0090, 5.8592, -1.1692], [4.9322, 4.1943, -2.4296], [4.0467, 5.7368, -2.6673], [3.4359, 3.3384, -4.4010], [1.0412, 4.1033, -4.3473], [0.5739, 6.0375, -3.2034], [4.3034, 1.1699, -1.9995], [4.6745, 1.4482, -2.8412], [3.4833, 0.6774, -2.2273]],
  "lowdin_charge": [0.1515, -0.1462, -0.2414, -0.2962, 0.0072, -0.0523, -0.1037, -0.2552, 0.0193, 0.1513, 0.0830, 0.1165, 0.1228, 0.1470, 0.1654, 0.1162, -0.0566, 0.0319, 0.0391],
  "homo_energy_ev": -10.211,
  "smiles": "N#C[C@@]12[C@H](O)C[C@@H]1[C@@H]2O.O",
  "orbital_gap_ev": 10.55,
  "total_energy_ha": -514.435038,
  "lumo_energy_ev": 0.34
}



[12]
{
  "formula": "C6H9NO3S",
  "method": "ωB97M-V/def2-TZVPD",
  "species": ["C", "C", "C", "C", "C", "C", "N", "O", "O", "O", "S", "H", "H", "H", "H", "H", "H", "H", "H", "H"],
  "coordinates": [[1.2166, -1.0625, 0.1861], [0.5731, 1.2810, 0.8628], [0.9359, -1.5771, -1.2116], [-0.2760, -0.7138, -1.4203], [1.8191, 1.4940, 1.7093], [-2.6749, 0.3990, -0.6561], [0.6173, 0.1803, 0.0932], [1.7668, -1.5560, 1.1672], [-0.3920, 1.9881, 0.9457], [-1.7002, -1.8589, 0.6183], [-1.9072, -1.2527, -0.7032], [1.7477, -1.5053, -1.9428], [0.9629, -2.7237, -1.1290], [-0.3655, -0.1136, -2.3942], [2.7277, 1.5328, 1.0767], [2.0703, 0.8017, 2.4585], [1.6091, 2.4547, 2.1023], [-3.4816, 0.4539, -0.0026], [-3.0984, 0.6081, -1.6477], [-2.1508, 1.1700, -0.1125]],
  "lowdin_charge": [-0.4846, -0.5126, -0.1357, -0.1586, 0.0223, -0.2377, 0.1499, 0.0894, 0.0803, -0.4822, 0.8897, 0.1228, 0.1582, 0.1332, 0.1014, 0.0664, 0.0691, 0.0305, 0.0655, 0.0326],
  "homo_energy_ev": -9.463,
  "orbital_gap_ev": 8.97,
  "total_energy_ha": -912.565162,
  "lumo_energy_ev": -0.49
}



[13]
{
  "formula": "C6H9NO3S",
  "method": "ωB97M-V/def2-TZVPD",
  "species": ["C", "C", "C", "C", "C", "C", "N", "O", "O", "O", "S", "H", "H", "H", "H", "H", "H", "H", "H", "H"],
  "coordinates": [[-0.1855, 1.6925, -0.6002], [-0.3148, 0.1802, 1.4082], [-0.9748, -0.7716, -3.5949], [-0.2881, -0.7829, -0.9891], [-0.7736, 0.3834, -0.0942], [1.7094, 0.0659, 2.6574], [0.1077, 2.6011, 0.1431], [-1.0010, 0.3238, 2.3814], [-0.0179, 1.7617, -1.9257], [0.9901, -0.0073, 1.4268], [0.1287, -0.0146, -2.7034], [-0.8657, -0.6489, -4.6300], [-1.9233, -1.2731, -3.3087], [0.7522, -1.0742, -0.6901], [-1.0460, -1.4414, -1.2971], [-1.8031, 0.4218, -0.0670], [2.0336, -0.9988, 3.1861], [1.1446, 0.6535, 3.3121], [2.6843, 0.5426, 2.4901], [0.3817, 3.5503, -0.3778]],
  "lowdin_charge": [-0.6037, -0.4766, -0.3578, -0.1900, -0.1449, -0.0367, 0.1643, 0.1313, -0.2584, -0.0532, 1.0736, -0.0174, 0.0460, 0.1092, 0.0535, 0.1248, 0.1500, 0.0593, 0.0878, 0.1389],
  "homo_energy_ev": -9.095,
  "orbital_gap_ev": 9.52,
  "total_energy_ha": -912.575288,
  "lumo_energy_ev": 0.42
}